The following is a DFT calculation (ωB97M-V/def2-TZVPD) of an isolated molecule of C4H9N3O2.

Output
LUMO level   0.8 eV
Molar mass   131.13 g/mol
Energy above the lowest of the compared OMol25 structures with the same formula, charge and spin   64.5 kcal per mole
HOMO-LUMO gap   10.12 eV
Electronic energy   -472.49087 Ha
E_HOMO   -9.36 eV
SMILES string   NC(=O)CC/N=C/NO

Positions of all 18 atoms, in Å:
1 N -1.163 -1.642 -0.219
2 C -1.994 -0.614 0.035
3 O -2.973 -0.653 0.769
4 C -1.633 0.709 -0.661
5 C -0.377 1.349 -0.090
6 N 0.887 0.643 -0.265
7 C 1.660 0.424 0.736
8 N 2.793 -0.300 0.538
9 O 2.666 -1.105 -0.651
10 H -0.259 -1.468 -0.586
11 H -1.274 -2.530 0.210
12 H -1.476 0.725 -1.762
13 H -2.402 1.494 -0.355
14 H -0.539 1.549 0.953
15 H -0.223 2.322 -0.653
16 H 1.570 0.811 1.787
17 H 3.039 -0.883 1.363
18 H 1.698 -0.830 -1.150

These are the Löwdin partial charges, in e, on atoms 1 to 5: 0.1841, -0.5418, 0.0382, -0.1109, -0.2524